[1]
Computed, not measured: a 7-piece molecular cluster, C40H71F5NO16 overall at a distorted geometry, with ωB97M-V/def2-TZVPD.

ORCA input file:
```
! RIJCOSX wB97M-V def2-TZVPD def2/J DEFGRID3
* xyz -1 1
C -1.062 3.037 1.496
C -0.427 3.669 0.486
C -0.792 3.321 -0.923
O -0.713 2.163 -1.271
O -1.218 4.288 -1.805
C -0.279 4.454 -2.898
C -0.685 3.664 -4.134
C 0.509 3.688 -5.138
C 1.030 2.278 -5.451
C 2.472 2.230 -5.965
C 3.480 2.934 -5.041
N 4.830 2.770 -5.572
C 5.852 2.528 -4.545
C 5.839 1.035 -4.197
C 6.548 0.674 -2.882
C 6.021 -0.744 -2.460
C 6.469 -1.178 -1.076
F 7.598 -1.955 -1.157
F 6.674 -0.168 -0.231
C 5.393 -2.132 -0.471
F 5.892 -2.947 0.466
F 4.366 -1.445 0.018
F 4.904 -2.925 -1.445
C 5.744 3.467 -3.325
O 6.459 4.505 -3.339
O 4.944 3.167 -2.401
H -0.466 2.500 2.231
H -2.150 3.033 1.514
H 0.346 4.405 0.673
H 0.719 4.163 -2.567
H -0.241 5.517 -3.128
H -0.976 2.655 -3.866
H -1.497 4.227 -4.594
H 1.271 4.330 -4.704
H 0.135 4.122 -6.065
H 0.372 1.870 -6.224
H 0.892 1.641 -4.577
H 2.769 1.178 -5.951
H 2.568 2.556 -7.003
H 3.251 3.998 -4.979
H 3.378 2.461 -4.069
H 5.094 3.528 -6.181
H 6.813 2.733 -5.016
H 6.381 0.523 -4.996
H 4.835 0.607 -4.216
H 6.301 1.322 -2.049
H 7.623 0.559 -3.020
H 4.936 -0.630 -2.450
H 6.232 -1.489 -3.222
O 8.336 -6.184 -4.886
C 8.084 -6.382 -3.730
O 6.975 -5.849 -3.195
C 6.509 -6.169 -1.880
C 7.204 -5.331 -0.828
C 9.037 -7.154 -2.844
H 6.599 -7.241 -1.689
H 5.444 -5.943 -1.882
H 8.279 -5.518 -0.818
H 6.806 -5.546 0.164
H 7.068 -4.280 -1.040
H 9.831 -6.485 -2.514
H 9.470 -7.960 -3.432
H 8.568 -7.609 -1.975
O -3.631 2.932 0.251
C -4.464 2.072 0.155
O -5.616 2.202 0.834
C -6.737 1.330 0.671
C -6.589 0.082 1.515
C -4.201 0.819 -0.642
H -6.908 1.107 -0.384
H -7.600 1.905 1.008
H -5.723 -0.506 1.221
H -7.477 -0.548 1.429
H -6.446 0.350 2.558
H -3.615 0.134 -0.030
H -3.623 1.092 -1.523
H -5.100 0.315 -0.989
O -4.954 -1.309 3.506
C -4.358 -0.759 4.392
O -4.196 0.575 4.333
C -3.660 1.353 5.403
C -2.145 1.364 5.383
C -3.721 -1.537 5.515
H -4.065 1.021 6.360
H -4.032 2.364 5.241
H -1.734 0.364 5.521
H -1.757 2.008 6.173
H -1.785 1.731 4.422
H -2.763 -1.934 5.177
H -4.380 -2.359 5.774
H -3.570 -0.959 6.424
O -6.554 -1.180 6.239
C -7.626 -1.597 5.892
O -7.729 -2.883 5.516
C -8.975 -3.523 5.241
C -9.431 -3.267 3.819
C -8.829 -0.694 5.789
H -9.729 -3.238 5.977
H -8.792 -4.587 5.379
H -9.605 -2.207 3.638
H -10.355 -3.809 3.610
H -8.664 -3.592 3.115
H -8.782 -0.152 4.845
H -8.801 0.015 6.611
H -9.782 -1.210 5.859
O -12.071 0.217 6.335
C -12.015 1.412 6.429
O -10.826 2.030 6.320
C -10.671 3.450 6.242
C -10.658 4.089 7.615
C -13.245 2.229 6.750
H -11.426 3.886 5.586
H -9.709 3.610 5.759
H -11.600 3.932 8.142
H -10.483 5.162 7.536
H -9.871 3.648 8.227
H -13.420 2.193 7.824
H -14.093 1.784 6.235
H -13.187 3.267 6.431
O 8.520 -1.316 -4.984
C 9.649 -1.667 -4.811
O 10.556 -1.542 -5.802
C 11.947 -1.778 -5.616
C 12.287 -3.250 -5.743
C 10.032 -2.317 -3.506
H 12.290 -1.352 -4.671
H 12.446 -1.219 -6.407
H 11.787 -3.845 -4.978
H 13.363 -3.404 -5.652
H 11.957 -3.629 -6.710
H 9.740 -3.367 -3.532
H 9.475 -1.807 -2.724
H 11.088 -2.241 -3.251
*
```

Properties
Largest force on an atom, hartree/bohr: 0.0382
HOMO, Eh: -0.14613
Energy, eV: -90468.83081
Orbital gap, eV: 5.28

***

[2]
Computed, not measured: a 11-piece molecular cluster, C46H78Cl20FI2NO6 overall at a distorted geometry, with ωB97M-V/def2-TZVPD.

ORCA input file:
```
! RIJCOSX wB97M-V def2-TZVPD def2/J DEFGRID3
* xyz 0 1
C 10.256 -1.755 2.120
C 9.035 -2.112 1.320
O 8.249 -2.981 1.654
O 8.874 -1.432 0.136
C 8.231 -0.164 0.324
C 6.716 -0.317 0.424
C 6.109 -0.919 -0.834
C 5.685 0.097 -1.893
C 4.510 1.005 -1.531
C 3.185 0.232 -1.171
C 3.233 0.089 0.375
I 3.060 -1.983 1.056
C 2.331 1.061 1.147
C 1.969 0.631 2.574
I 3.349 2.978 1.394
O 3.281 -1.004 -1.883
C 2.968 -0.782 -3.193
O 3.198 -1.534 -4.114
O 2.389 0.436 -3.261
C 1.945 0.836 -1.905
C 1.808 2.355 -2.080
C 0.776 3.018 -1.146
C -0.253 3.736 -2.012
F -1.031 4.604 -1.268
C 0.553 0.157 -1.829
C 0.242 -0.797 -0.675
C -1.242 -1.231 -0.797
N -2.034 -0.642 0.290
C -2.318 -1.580 1.365
C -3.463 -1.134 2.246
C -4.444 -2.014 2.553
C -5.501 -1.682 3.333
C -5.584 -0.414 3.791
C -4.616 0.502 3.510
C -3.555 0.140 2.761
O -2.564 1.066 2.505
H 10.283 -0.705 2.394
H 10.209 -2.349 3.026
H 11.163 -2.048 1.601
H 8.467 0.432 -0.556
H 8.642 0.348 1.197
H 6.285 0.656 0.670
H 6.533 -0.996 1.259
H 5.277 -1.591 -0.648
H 6.888 -1.543 -1.277
H 6.534 0.750 -2.081
H 5.527 -0.420 -2.834
H 4.762 1.734 -0.768
H 4.332 1.616 -2.415
H 4.235 0.308 0.704
H 1.394 1.281 0.654
H 1.585 1.519 3.071
H 2.826 0.268 3.129
H 1.146 -0.078 2.547
H 2.751 2.885 -1.985
H 1.480 2.477 -3.109
H 0.189 2.307 -0.574
H 1.225 3.770 -0.510
H 0.185 4.221 -2.884
H -0.920 2.957 -2.391
H 0.397 -0.413 -2.739
H -0.255 0.889 -1.839
H 0.834 -1.697 -0.808
H 0.330 -0.365 0.314
H -1.651 -0.903 -1.752
H -1.316 -2.321 -0.735
H -2.915 -0.290 -0.063
H -1.441 -1.706 2.012
H -2.615 -2.558 0.973
H -4.372 -3.025 2.178
H -6.277 -2.387 3.583
H -6.436 -0.138 4.392
H -4.720 1.504 3.894
H -1.736 0.624 2.718
Cl -6.249 2.483 -1.383
C -4.866 3.596 -1.180
C -4.069 3.755 -2.447
Cl -3.202 2.252 -2.860
H -4.251 3.216 -0.368
H -5.276 4.559 -0.878
H -3.318 4.531 -2.309
H -4.696 4.026 -3.293
Cl -6.769 3.160 3.230
C -8.156 4.045 2.537
C -7.817 4.654 1.205
Cl -6.639 5.991 1.352
H -8.471 4.804 3.248
H -8.966 3.328 2.418
H -8.713 5.071 0.749
H -7.398 3.913 0.532
Cl -2.558 -5.241 2.420
C -1.508 -5.110 3.853
C -2.286 -4.858 5.120
Cl -3.026 -3.235 5.171
H -0.786 -4.319 3.665
H -0.971 -6.054 3.936
H -1.610 -4.922 5.971
H -3.079 -5.589 5.254
Cl -6.992 -7.292 1.063
C -5.988 -7.437 -0.402
C -4.673 -6.715 -0.263
Cl -4.881 -4.945 -0.214
H -6.564 -7.057 -1.242
H -5.807 -8.499 -0.559
H -4.040 -6.936 -1.121
H -4.147 -7.015 0.640
Cl -10.747 3.254 -2.590
C -9.905 2.845 -4.108
C -8.628 3.625 -4.279
Cl -8.928 5.360 -4.561
H -10.594 3.022 -4.931
H -9.681 1.780 -4.070
H -8.082 3.254 -5.145
H -7.988 3.532 -3.405
Cl 6.511 -7.425 0.702
C 6.680 -5.662 0.931
C 5.729 -5.132 1.970
Cl 4.028 -5.200 1.428
H 6.526 -5.181 -0.031
H 7.704 -5.477 1.248
H 5.956 -4.085 2.167
H 5.804 -5.684 2.903
Cl 8.741 0.834 -4.666
C 9.421 -0.767 -5.057
C 9.257 -1.779 -3.949
Cl 10.257 -1.389 -2.521
H 10.470 -0.622 -5.301
H 8.905 -1.117 -5.949
H 9.588 -2.749 -4.319
H 8.224 -1.871 -3.617
Cl -3.192 2.900 4.531
C -2.988 4.627 4.915
C -3.783 5.045 6.127
Cl -5.536 5.017 5.819
H -3.274 5.201 4.037
H -1.927 4.785 5.102
H -3.524 6.068 6.399
H -3.580 4.401 6.979
Cl 8.908 -4.141 -6.195
C 10.029 -5.017 -7.269
C 11.446 -4.529 -7.118
Cl 11.652 -2.870 -7.736
H 9.673 -4.903 -8.290
H 9.971 -6.071 -7.000
H 12.118 -5.168 -7.689
H 11.762 -4.540 -6.078
Cl -9.912 6.662 3.785
C -11.255 7.376 2.857
C -12.279 6.345 2.456
Cl -11.647 5.204 1.239
H -10.833 7.878 1.989
H -11.720 8.125 3.496
H -13.140 6.839 2.008
H -12.619 5.768 3.311
*
```

Properties
Largest force on an atom, hartree/bohr: 0.0401
HOMO, Eh: -0.30593
Energy, eV: -332111.39473
Orbital gap, eV: 8.32

***

[3]
Computed, not measured: a 4-piece molecular cluster, C2H12NO3 overall at a distorted geometry, with ωB97M-V/def2-TZVPD.

ORCA input file:
```
! RIJCOSX wB97M-V def2-TZVPD def2/J DEFGRID3
* xyz 1 1
C -0.492 2.197 0.036
C -0.127 0.166 1.316
N -0.695 1.287 1.217
H -0.032 3.196 0.308
H -1.432 2.525 -0.404
H 0.023 1.530 -0.670
H 0.512 -0.244 0.514
H -0.074 -0.539 2.105
H -1.251 1.682 2.072
H 2.900 -1.243 0.216
H 3.265 -1.014 1.641
O 2.473 -1.191 1.098
H -0.440 -1.963 -3.166
H 0.754 -1.116 -3.621
O 0.316 -1.440 -2.828
H -2.448 -1.113 0.654
H -1.622 -1.655 -0.619
O -1.631 -1.066 0.132
*
```

Properties
Largest force on an atom, hartree/bohr: 0.0749
HOMO, Eh: -0.54264
Energy, eV: -9893.73585
Orbital gap, eV: 11.36